[1]
{
  "formula": "C43H77AlBrClF5NO19S",
  "method": "ωB97M-V with the def2-TZVPD basis set",
  "homo_lumo_gap_ev": 1.59,
  "lumo_ev": -4.2,
  "homo_energy_ev": -5.76,
  "species": ["C", "C", "C", "C", "C", "C", "C", "C", "C", "C", "C", "C", "O", "O", "C", "C", "C", "C", "O", "Cl", "N", "S", "O", "O", "F", "C", "C", "C", "O", "C", "C", "F", "F", "F", "H", "H", "H", "H", "H", "H", "H", "H", "H", "H", "H", "H", "H", "H", "H", "H", "H", "H", "H", "H", "H", "H", "H", "H", "H", "H", "H", "H", "H", "H", "H", "H", "H", "H", "H", "C", "O", "H", "H", "H", "H", "C", "O", "C", "C", "O", "C", "H", "H", "H", "H", "H", "H", "H", "H", "H", "H", "Br", "Al", "C", "C", "O", "H", "H", "H", "H", "H", "H", "C", "C", "C", "O", "H", "H", "H", "H", "H", "H", "H", "H", "C", "O", "O", "O", "H", "C", "C", "O", "C", "O", "O", "F", "H", "H", "H", "O", "C", "C", "O", "H", "H", "H", "H", "C", "C", "C", "C", "C", "C", "H", "H", "H", "H", "H", "H"],
  "xyz": [[-6.4888, 6.8325, 6.6169], [-7.6894, 6.0928, 5.9610], [-7.2585, 5.0205, 4.9177], [-6.9891, 5.7652, 3.5648], [-6.3616, 4.7612, 2.5564], [-6.5027, 5.1883, 1.0542], [-6.6166, 3.9384, 0.0991], [-5.2428, 3.6017, -0.5499], [-4.2821, 3.0303, 0.5458], [-3.6146, 1.7284, -0.0189], [-3.0270, 0.7979, 1.0728], [-4.0760, 0.0424, 1.9173], [-3.5338, -1.1488, 2.5031], [-4.6433, -1.8150, 3.0688], [-2.0541, 1.4776, 2.1356], [-0.8886, 1.7594, 1.1345], [0.0171, 2.9480, 1.4346], [-0.0975, 3.4066, 2.9002], [-0.8101, 4.2359, 3.2266], [0.8800, 2.5930, 4.1691], [-0.8284, 0.9355, 0.1531], [0.3778, 1.0104, -1.1990], [1.4547, 0.1168, -0.8509], [0.9223, 2.3439, -1.3195], [-0.2984, 0.6125, -2.8363], [-1.9270, -0.0570, 0.3892], [-2.3699, -0.9699, -0.7680], [-1.2493, -1.9802, -1.2215], [-1.6835, -3.3431, -1.0894], [-0.7568, -4.1684, -0.4830], [-0.4930, -5.4119, -1.4198], [0.8262, -5.4976, -1.6125], [-1.0093, -5.1983, -2.6051], [-0.9622, -6.5207, -0.8619], [-5.7540, 7.0659, 5.8309], [-6.0663, 6.2340, 7.4383], [-6.8490, 7.7775, 7.0607], [-8.3000, 5.6140, 6.7469], [-8.3335, 6.8303, 5.4476], [-6.3473, 4.5025, 5.2693], [-8.0304, 4.2603, 4.7125], [-6.2633, 6.5839, 3.7169], [-7.9290, 6.1746, 3.1495], [-5.2808, 4.6688, 2.7861], [-6.7858, 3.7419, 2.6690], [-5.5731, 5.7026, 0.7552], [-7.3934, 5.8302, 0.9406], [-6.9836, 3.0440, 0.6341], [-7.3627, 4.1775, -0.6784], [-4.8528, 4.5338, -0.9939], [-5.3826, 2.8653, -1.3581], [-3.4953, 3.7475, 0.8405], [-4.8899, 2.7263, 1.4180], [-4.4024, 1.1622, -0.5541], [-2.8818, 2.0287, -0.7879], [-4.5587, 0.6972, 2.6655], [-4.8772, -0.2911, 1.2192], [-5.0520, -2.2782, 2.3202], [-2.5881, 2.3814, 2.4663], [-1.7484, 0.7686, 2.9195], [1.0699, 2.6514, 1.2616], [-0.1839, 3.8040, 0.7658], [-1.5222, -0.7047, 1.1922], [-3.2018, -1.5871, -0.3670], [-2.7895, -0.4124, -1.6209], [-1.0944, -1.7942, -2.2983], [-0.3424, -1.7222, -0.6481], [-1.2351, -4.5236, 0.4978], [0.2340, -3.7125, -0.3077], [2.1406, 6.2705, 4.8032], [2.0584, 5.5021, 5.9975], [2.4437, 7.2815, 5.0639], [2.8831, 5.8363, 4.1268], [1.1644, 6.3041, 4.3100], [1.7901, 4.6148, 5.7472], [7.1035, 2.0659, -1.5079], [6.0625, 1.7721, -2.4282], [4.7713, 1.8646, -1.8348], [4.0685, 3.1435, -2.2398], [4.7005, 4.2871, -1.6691], [5.4903, 4.9970, -2.6059], [8.0377, 2.1352, -2.0652], [6.9310, 3.0152, -0.9955], [7.1926, 1.2594, -0.7729], [4.8354, 1.7842, -0.7458], [4.1900, 1.0140, -2.2025], [3.0478, 3.1194, -1.8521], [4.0128, 3.2291, -3.3293], [4.8414, 5.5031, -3.3304], [6.1846, 4.3395, -3.1341], [6.0655, 5.7505, -2.0683], [0.5854, -1.1525, -3.7589], [-1.1569, -4.4829, 2.3309], [-2.4014, -7.9655, -5.3664], [-3.2293, -6.7940, -5.8602], [-4.2930, -6.5120, -4.9529], [-3.0243, -8.8538, -5.2538], [-1.5896, -8.1906, -6.0601], [-1.9733, -7.7482, -4.3839], [-3.6724, -7.0202, -6.8290], [-2.6089, -5.8974, -5.9651], [-3.8996, -6.3025, -4.1014], [-1.5233, -10.2520, 4.6031], [-2.2803, -8.9844, 4.9600], [-2.7173, -8.2282, 3.7165], [-1.4475, -8.1399, 5.7614], [-0.6131, -10.0142, 4.0376], [-1.2107, -10.7772, 5.5055], [-2.1388, -10.9256, 4.0064], [-3.1558, -9.2383, 5.5594], [-1.8433, -7.9225, 3.1204], [-3.2522, -7.3137, 3.9942], [-3.3699, -8.8368, 3.0891], [-0.6708, -7.9137, 5.2398], [-3.9600, -11.7451, 7.6950], [-3.0584, -12.3850, 7.0769], [-3.6266, -10.3825, 7.8289], [-5.0327, -12.1139, 8.1680], [-2.7835, -10.5030, 7.3620], [2.4991, 8.1352, -2.1137], [1.5127, 7.0550, -2.4269], [0.6052, 7.6883, -3.3052], [1.3293, 8.6544, -3.9555], [0.9782, 9.1996, -4.9351], [2.5145, 8.8929, -3.3235], [0.8395, 6.6685, -1.3086], [2.1760, 8.7750, -1.2900], [3.4869, 7.7401, -1.8836], [1.9458, 6.1807, -2.9181], [7.3173, -1.7853, -1.3946], [7.9251, -2.1536, -2.4063], [7.3814, -1.1561, -3.7366], [7.9645, -1.5197, -4.7658], [7.7676, -3.1848, -2.7640], [9.0221, -2.0434, -2.4251], [7.5433, -0.1175, -3.4035], [6.2810, -1.2319, -3.7281], [12.0387, -2.8306, -8.1076], [12.2953, -4.0515, -7.4989], [11.5237, -4.4663, -6.4222], [10.4890, -3.6637, -5.9601], [10.2292, -2.4445, -6.5700], [11.0072, -2.0260, -7.6417], [12.6429, -2.5057, -8.9457], [13.0980, -4.6802, -7.8638], [11.7282, -5.4161, -5.9433], [9.8834, -3.9897, -5.1226], [9.4218, -1.8216, -6.2098], [10.8086, -1.0724, -8.1149]]
}

[2]
{
  "formula": "C43H77FN4O8",
  "method": "ωB97M-V with the def2-TZVPD basis set",
  "homo_lumo_gap_ev": 8.41,
  "lumo_ev": -0.6,
  "smiles": "CCCCCCCCCCCCCCCCc1nc2cc(OCCC)c(CN)c(CCF)c2nc1OC#N.COCCOCCOC.COCCOCCOC",
  "homo_energy_ev": -8.97,
  "species": ["C", "C", "C", "C", "C", "C", "C", "C", "C", "C", "C", "C", "C", "C", "C", "C", "C", "N", "C", "C", "C", "O", "C", "C", "C", "C", "C", "N", "C", "C", "C", "F", "C", "N", "C", "O", "C", "N", "H", "H", "H", "H", "H", "H", "H", "H", "H", "H", "H", "H", "H", "H", "H", "H", "H", "H", "H", "H", "H", "H", "H", "H", "H", "H", "H", "H", "H", "H", "H", "H", "H", "H", "H", "H", "H", "H", "H", "H", "H", "H", "H", "H", "H", "H", "H", "H", "H", "C", "O", "C", "C", "O", "C", "C", "O", "C", "H", "H", "H", "H", "H", "H", "H", "H", "H", "H", "H", "H", "H", "H", "C", "O", "C", "C", "O", "C", "C", "O", "C", "H", "H", "H", "H", "H", "H", "H", "H", "H", "H", "H", "H", "H", "H"],
  "xyz": [[-5.1702, 1.5843, -2.0219], [-5.9415, 1.6582, -3.3762], [-5.0511, 1.9970, -4.5948], [-3.7893, 1.0863, -4.7474], [-3.9688, -0.0524, -5.8105], [-3.7690, -1.4783, -5.2385], [-4.5115, -1.7154, -3.8860], [-4.9262, -3.2114, -3.7134], [-4.3247, -3.8180, -2.4206], [-2.7575, -3.8248, -2.4707], [-2.1208, -2.7794, -1.4957], [-1.2753, -3.4653, -0.3782], [-1.4038, -2.8136, 1.0298], [-0.1629, -2.0250, 1.5021], [1.0845, -2.9466, 1.4750], [2.1912, -2.5434, 2.4792], [2.5004, -1.0409, 2.4949], [2.4721, -0.4433, 3.6633], [2.7976, 0.8882, 3.6239], [2.8321, 1.5926, 4.8512], [3.1858, 2.9080, 4.8867], [3.2538, 3.5746, 6.0817], [1.9571, 3.8607, 6.6539], [1.9681, 5.3523, 7.1067], [2.4193, 5.5280, 8.5722], [3.5315, 3.6120, 3.6641], [3.9444, 5.0678, 3.8047], [3.1118, 6.0106, 3.0114], [3.4878, 2.9179, 2.4842], [3.8461, 3.6661, 1.1873], [5.3184, 4.1286, 1.1391], [5.4200, 5.5319, 1.1385], [3.1240, 1.5288, 2.4208], [3.1547, 0.9234, 1.1991], [2.8454, -0.3241, 1.3048], [2.8910, -1.0901, 0.0925], [2.0248, -0.5391, -0.7283], [1.1826, -0.1429, -1.4336], [-5.1686, 0.5364, -1.6807], [-5.6271, 2.2145, -1.2476], [-4.1216, 1.8957, -2.1428], [-6.6721, 2.4815, -3.2805], [-6.5358, 0.7463, -3.5388], [-5.6592, 1.8384, -5.4994], [-4.7329, 3.0486, -4.5821], [-3.4294, 0.6810, -3.7922], [-2.9875, 1.7354, -5.1348], [-3.2470, 0.1277, -6.6253], [-4.9634, 0.0046, -6.2863], [-2.6952, -1.6552, -5.0606], [-4.1761, -2.2003, -5.9615], [-5.3710, -1.0388, -3.7608], [-3.8022, -1.4469, -3.0877], [-4.6109, -3.8123, -4.5823], [-6.0271, -3.2441, -3.6873], [-4.6133, -3.1634, -1.5847], [-4.7348, -4.8333, -2.3077], [-2.3441, -4.8312, -2.2980], [-2.4937, -3.5837, -3.5159], [-2.8565, -2.0669, -1.1010], [-1.4095, -2.2080, -2.1195], [-1.6535, -4.4988, -0.2845], [-0.2457, -3.5570, -0.7479], [-1.5638, -3.6309, 1.7568], [-2.3343, -2.2243, 1.0428], [0.0072, -1.1698, 0.8283], [-0.3570, -1.6024, 2.5036], [0.7478, -3.9635, 1.7375], [1.4659, -2.9826, 0.4471], [1.8436, -2.8094, 3.4872], [3.1390, -3.0534, 2.2435], [2.6101, 1.1168, 5.8066], [1.9029, 3.2733, 7.5866], [1.1196, 3.6579, 5.9774], [0.9712, 5.7884, 6.9403], [2.6782, 5.9133, 6.4794], [1.9460, 4.7608, 9.2068], [2.1399, 6.5012, 9.0000], [3.5083, 5.4033, 8.6731], [3.9922, 5.4044, 4.8479], [4.9760, 5.1619, 3.4288], [3.7046, 6.8238, 2.8511], [2.3957, 6.3713, 3.6409], [3.2369, 4.5858, 1.1889], [3.5399, 3.0942, 0.3064], [5.7563, 3.8118, 0.1798], [5.9237, 3.7485, 1.9722], [-2.2740, 2.1992, -12.1930], [-1.4036, 1.2282, -11.6488], [-0.0818, 1.2721, -12.1589], [0.9651, 1.2183, -11.0586], [1.0183, 2.3405, -10.1891], [-0.0811, 2.5880, -9.3229], [-0.3287, 1.5519, -8.2395], [-0.7743, 0.3202, -8.7893], [-0.1025, -0.8134, -8.2751], [-2.7476, 1.8159, -13.1022], [-3.0493, 2.4051, -11.4537], [-1.7576, 3.1389, -12.4105], [0.0818, 2.1696, -12.7659], [0.0504, 0.3959, -12.8060], [1.9415, 1.1933, -11.5506], [0.8953, 0.2912, -10.4891], [-0.9873, 2.7882, -9.8947], [0.1626, 3.5256, -8.8152], [-1.1252, 1.9228, -7.5818], [0.5776, 1.4243, -7.6397], [0.9546, -0.6075, -8.0813], [-0.1584, -1.6033, -9.0254], [-0.5921, -1.1607, -7.3601], [-0.7083, -5.5965, 8.5582], [-0.1833, -4.2848, 8.5302], [0.1129, -3.7434, 9.8065], [1.4897, -3.1022, 9.8578], [2.5964, -3.9824, 9.7206], [2.7951, -4.6405, 8.4769], [3.1429, -3.7499, 7.2962], [2.0555, -2.9258, 6.9120], [2.3982, -1.5661, 6.7052], [-1.7978, -5.5661, 8.6580], [-0.4561, -6.0780, 7.6124], [-0.2775, -6.1950, 9.3665], [0.0435, -4.5070, 10.5893], [-0.6371, -2.9710, 10.0182], [1.5978, -2.6624, 10.8533], [1.5675, -2.2715, 9.1555], [1.9553, -5.2960, 8.2462], [3.6517, -5.3011, 8.6392], [3.3809, -4.3948, 6.4406], [4.0309, -3.1564, 7.5356], [3.1612, -1.2257, 7.4147], [1.4986, -0.9681, 6.8668], [2.7404, -1.4165, 5.6808]]
}